No. 1
{
  "formula": "C5H8LiO3Ru",
  "method": "ωB97M-V/def2-TZVPD",
  "species": ["C", "C", "H", "H", "H", "Li", "O", "Ru", "O", "C", "O", "C", "C", "H", "H", "H", "H", "H"],
  "coordinates": [[0.007, 0.055, -0.524], [1.184, 0.328, -0.244], [-0.718, -0.660, -0.891], [1.749, 0.385, -1.250], [0.757, -0.688, 1.136], [-2.301, 1.545, 2.600], [-0.943, -1.813, 3.494], [0.905, -3.258, 2.903], [0.448, -1.338, 1.970], [-0.711, -1.007, 2.489], [-1.346, -0.010, 2.176], [-1.891, -1.437, 4.535], [-1.923, -2.560, 5.537], [-1.549, -0.494, 4.977], [-2.858, -1.274, 4.043], [-0.944, -2.679, 6.020], [-2.673, -2.320, 6.300], [-2.182, -3.512, 5.056]],
  "mulliken_spin": [0.00, 0.04, 0.00, 0.00, -0.02, 0.00, 0.06, 5.95, -0.01, -0.09, 0.04, -0.01, 0.05, 0.00, 0.00, 0.00, 0.00, 0.00],
  "largest_force_ev_per_a": 4.02,
  "charge": 3,
  "e_above_lowest_ev": 1.719,
  "homo_lumo_gap_ev": [9.7, 4.0],
  "spin_multiplicity": 7
}


No. 2
{
  "formula": "C3H4N2OS",
  "method": "ωB97M-V/def2-TZVPD",
  "species": ["H", "N", "C", "C", "C", "O", "N", "S", "H", "H", "H"],
  "coordinates": [[-0.514, -2.509, -0.379], [0.128, -1.885, -0.753], [-0.104, -0.734, -0.330], [-1.134, -0.140, 0.655], [-0.750, 1.130, 0.878], [0.147, 1.548, -0.041], [0.452, 0.450, -0.761], [1.862, 0.613, -1.631], [-2.004, -0.701, 1.219], [-0.927, 1.797, 1.749], [2.844, 0.432, -0.606]],
  "nbo_charge": [0.35, -0.70, 0.40, -0.38, 0.13, -0.30, -0.30, 0.24, 0.25, 0.23, 0.10],
  "largest_force_ev_per_a": 4.11,
  "e_above_lowest_ev": 3.858,
  "homo_lumo_gap_ev": 9.5,
  "spin_multiplicity": 1
}


No. 3
{
  "formula": "C3H9N3S",
  "method": "ωB97M-V/def2-TZVPD",
  "species": ["C", "N", "C", "N", "C", "N", "S", "H", "H", "H", "H", "H", "H", "H", "H", "H"],
  "coordinates": [[2.023, 0.693, -0.069], [0.716, 0.087, -0.187], [0.856, -1.118, -1.023], [0.150, -0.226, 1.140], [-1.083, 0.048, 1.214], [-1.876, 0.552, 0.216], [-3.476, 1.061, 0.673], [2.383, 1.007, -1.075], [2.806, 0.013, 0.386], [2.015, 1.569, 0.541], [1.048, -0.773, -2.044], [-0.102, -1.614, -1.088], [1.593, -1.816, -0.625], [-1.590, -0.270, 2.121], [-1.409, 0.920, -0.580], [-4.052, -0.133, 0.400]],
  "nbo_charge": [-0.41, -0.36, -0.42, -0.36, 0.26, -0.77, 0.18, 0.20, 0.17, 0.21, 0.20, 0.20, 0.18, 0.19, 0.42, 0.11],
  "largest_force_ev_per_a": 2.01,
  "e_above_lowest_ev": 2.120,
  "homo_lumo_gap_ev": 9.0,
  "spin_multiplicity": 1
}


No. 4
{
  "formula": "C28H34MoN5O3",
  "method": "ωB97M-V/def2-TZVPD",
  "species": ["Mo", "C", "O", "C", "C", "C", "C", "C", "C", "N", "N", "C", "C", "O", "C", "C", "C", "C", "C", "C", "C", "C", "H", "H", "H", "H", "H", "H", "H", "H", "H", "H", "H", "H", "H", "C", "N", "C", "C", "C", "N", "C", "C", "H", "H", "H", "H", "H", "H", "H", "H", "H", "H", "H", "H", "H", "H", "H", "H", "O", "N", "C", "C", "C", "C", "C", "H", "H", "H", "H", "H"],
  "coordinates": [[1.087, 0.309, -0.289], [-2.941, 3.179, -0.049], [-2.119, 2.010, -0.091], [-2.625, 0.913, -0.714], [-3.775, 0.927, -1.498], [-4.258, -0.251, -2.053], [-3.603, -1.453, -1.839], [-2.454, -1.469, -1.064], [-1.957, -0.298, -0.511], [-0.799, -0.366, 0.352], [-1.067, -1.109, 1.363], [-0.216, -1.395, 2.364], [1.132, -0.987, 2.429], [1.689, -0.292, 1.453], [1.929, -1.325, 3.539], [1.399, -2.068, 4.551], [0.053, -2.521, 4.538], [-0.460, -3.292, 5.601], [-1.759, -3.722, 5.578], [-2.581, -3.389, 4.491], [-2.106, -2.638, 3.443], [-0.775, -2.190, 3.445], [-3.917, 2.950, 0.379], [-2.425, 3.888, 0.591], [-3.065, 3.614, -1.043], [-4.322, 1.846, -1.650], [-5.167, -0.222, -2.638], [-3.996, -2.375, -2.247], [-1.945, -2.400, -0.844], [2.958, -0.992, 3.558], [2.020, -2.331, 5.399], [0.189, -3.537, 6.432], [-2.153, -4.313, 6.393], [-3.608, -3.729, 4.478], [-2.753, -2.384, 2.616], [4.179, -0.169, 0.026], [3.299, 0.554, -0.928], [3.589, 0.023, -2.278], [3.630, 2.000, -0.897], [2.921, 2.634, 0.271], [1.453, 2.405, 0.170], [0.842, 2.736, 1.487], [0.863, 3.307, -0.851], [5.219, -0.087, -0.297], [3.897, -1.220, 0.060], [4.077, 0.243, 1.026], [4.637, 0.196, -2.534], [2.954, 0.508, -3.015], [3.412, -1.052, -2.288], [3.316, 2.450, -1.839], [4.710, 2.146, -0.813], [3.125, 3.706, 0.324], [3.253, 2.185, 1.207], [0.999, 3.794, 1.707], [1.310, 2.135, 2.262], [-0.222, 2.517, 1.448], [1.074, 4.344, -0.581], [-0.210, 3.143, -0.878], [1.275, 3.095, -1.834], [0.614, 0.629, -2.241], [-0.107, -0.144, -3.078], [0.244, -1.425, -3.278], [-0.447, -2.191, -4.188], [-1.500, -1.624, -4.892], [-1.838, -0.300, -4.656], [-1.119, 0.432, -3.738], [1.094, -1.774, -2.709], [-0.149, -3.217, -4.345], [-2.048, -2.208, -5.618], [-2.652, 0.178, -5.181], [-1.302, 1.468, -3.497]],
  "mulliken_spin": [0.94, 0.00, 0.01, -0.02, 0.00, 0.00, 0.00, -0.01, -0.01, 0.07, 0.02, 0.01, 0.00, 0.05, 0.00, 0.00, 0.00, 0.00, 0.00, 0.00, 0.00, 0.00, 0.00, 0.00, 0.00, 0.00, 0.00, 0.00, 0.00, 0.00, 0.00, 0.00, 0.00, 0.00, 0.00, -0.01, -0.03, 0.02, -0.01, 0.01, -0.06, 0.02, -0.01, 0.00, 0.00, 0.00, 0.00, 0.00, -0.01, 0.00, 0.00, 0.00, 0.00, 0.00, 0.00, 0.00, 0.00, 0.01, 0.00, 0.00, 0.00, 0.01, 0.00, 0.00, 0.00, 0.00, -0.01, 0.00, 0.00, 0.00, 0.00],
  "largest_force_ev_per_a": 0.57,
  "charge": 2,
  "e_above_lowest_ev": 0.074,
  "homo_lumo_gap_ev": [6.7, 6.4],
  "spin_multiplicity": 2
}


No. 5
{
  "formula": "C8H17N2",
  "method": "ωB97M-V/def2-TZVPD",
  "species": ["C", "C", "C", "C", "C", "C", "C", "C", "N", "N", "H", "H", "H", "H", "H", "H", "H", "H", "H", "H", "H", "H", "H", "H", "H", "H", "H"],
  "coordinates": [[-1.864, -1.920, 0.088], [-2.277, -0.745, -0.201], [1.767, -0.702, 0.431], [1.316, -0.765, -1.003], [-0.141, 0.749, 0.154], [-0.464, 2.208, 0.438], [0.333, -0.193, 2.456], [-0.262, 0.578, -2.305], [0.630, -0.018, 1.088], [0.625, 0.494, -1.088], [-2.548, -2.702, 0.006], [-0.808, -1.988, 0.437], [-3.210, -0.327, -0.525], [1.983, -1.646, 0.886], [2.700, -0.044, 0.445], [2.168, -0.854, -1.592], [0.633, -1.618, -1.275], [-0.743, 2.700, -0.450], [0.480, 2.603, 0.829], [-1.073, 2.087, 1.332], [0.842, 0.431, 3.190], [-0.728, 0.025, 2.764], [0.647, -1.304, 2.785], [-0.690, 1.543, -2.479], [0.378, 0.365, -3.126], [-1.123, -0.197, -2.089], [1.432, 1.243, -1.196]],
  "nbo_charge": [-0.50, -0.14, -0.21, -0.24, 0.42, -0.69, -0.43, -0.42, -0.47, -0.42, 0.24, 0.20, 0.20, 0.24, 0.19, 0.24, 0.25, 0.24, 0.22, 0.27, 0.21, 0.24, 0.22, 0.23, 0.22, 0.27, 0.43],
  "largest_force_ev_per_a": 4.03,
  "charge": 1,
  "e_above_lowest_ev": 6.252,
  "homo_lumo_gap_ev": [8.2, 8.1],
  "spin_multiplicity": 1
}


No. 6
{
  "formula": "C4H6FNO2",
  "method": "ωB97M-V/def2-TZVPD",
  "species": ["O", "C", "N", "O", "C", "C", "C", "F", "H", "H", "H", "H", "H", "H"],
  "coordinates": [[-0.197, 2.344, -0.004], [-0.491, 1.189, 0.068], [-1.618, 0.656, 0.703], [-1.486, -0.744, 0.825], [-0.752, -1.110, -0.313], [0.271, 0.016, -0.566], [1.650, -0.084, -0.007], [1.562, 0.043, 1.377], [-1.934, 1.123, 1.548], [-0.321, -2.138, -0.087], [-1.387, -1.157, -1.222], [0.343, 0.234, -1.640], [2.081, -1.091, -0.260], [2.281, 0.721, -0.424]],
  "nbo_charge": [-0.56, 0.67, -0.36, -0.36, -0.08, -0.40, 0.06, -0.37, 0.40, 0.21, 0.18, 0.24, 0.17, 0.19],
  "largest_force_ev_per_a": 1.88,
  "e_above_lowest_ev": 2.057,
  "homo_lumo_gap_ev": 10.2,
  "spin_multiplicity": 1
}


No. 7
{
  "formula": "C25H45F4INO4",
  "method": "ωB97M-V/def2-TZVPD",
  "species": ["C", "C", "C", "O", "C", "C", "F", "F", "F", "N", "C", "C", "C", "C", "C", "C", "C", "I", "C", "C", "O", "C", "C", "C", "F", "H", "H", "H", "H", "H", "H", "H", "H", "H", "H", "H", "H", "H", "H", "H", "H", "H", "H", "H", "H", "H", "H", "H", "H", "H", "H", "H", "H", "H", "C", "C", "C", "O", "C", "H", "H", "H", "H", "H", "H", "H", "H", "C", "C", "C", "O", "C", "H", "H", "H", "H", "H", "H", "H", "H"],
  "coordinates": [[0.722, -1.061, 1.701], [-0.483, -1.688, 0.994], [-0.647, -1.214, -0.438], [-1.661, -0.192, -0.480], [-1.404, 0.969, -1.148], [-2.464, 1.984, -0.540], [-2.542, 1.762, 0.800], [-2.042, 3.266, -0.695], [-3.681, 1.838, -1.086], [-0.094, 1.570, -0.847], [0.776, 1.537, -1.797], [2.105, 2.157, -1.703], [2.380, 2.901, -0.389], [0.192, 0.842, -2.993], [0.819, -0.553, -3.336], [2.159, -0.893, -2.688], [2.444, -2.384, -2.874], [4.312, -2.879, -1.980], [-1.332, 0.904, -2.724], [-1.795, 2.251, -3.321], [-1.553, 2.272, -4.703], [-1.017, 3.490, -5.199], [-2.154, -0.257, -3.259], [-1.961, -0.589, -4.740], [-3.488, 0.065, -3.038], [1.628, -1.617, 1.483], [0.811, -0.022, 1.382], [0.562, -1.033, 2.772], [-1.384, -1.386, 1.523], [-0.473, -2.771, 1.044], [-0.978, -2.047, -1.055], [0.294, -0.868, -0.849], [0.152, 1.985, 0.047], [2.185, 2.867, -2.528], [2.879, 1.420, -1.882], [2.545, 2.208, 0.430], [3.226, 3.562, -0.502], [1.519, 3.513, -0.124], [0.504, 1.465, -3.831], [0.966, -0.579, -4.408], [0.118, -1.334, -3.065], [2.163, -0.716, -1.612], [2.982, -0.324, -3.109], [1.692, -2.947, -2.337], [2.432, -2.637, -3.926], [-2.853, 2.421, -3.143], [-1.265, 3.066, -2.826], [-1.414, 3.650, -6.195], [0.065, 3.406, -5.292], [-1.301, 4.345, -4.593], [-1.983, -1.159, -2.682], [-1.148, -0.018, -5.172], [-2.848, -0.328, -5.300], [-1.716, -1.636, -4.879], [2.713, -6.075, 3.752], [1.267, -5.586, 3.701], [1.462, -4.086, 3.539], [2.676, -3.905, 2.808], [3.389, -5.147, 2.750], [2.830, -7.126, 3.496], [3.127, -5.918, 4.750], [0.763, -6.000, 2.825], [0.683, -5.843, 4.583], [1.563, -3.592, 4.511], [0.644, -3.610, 2.994], [3.318, -5.544, 1.732], [4.439, -4.965, 2.978], [-2.803, 2.716, 4.187], [-2.539, 2.673, 5.689], [-1.019, 2.781, 5.734], [-0.634, 3.559, 4.593], [-1.749, 3.703, 3.713], [-3.815, 3.021, 3.927], [-2.620, 1.731, 3.748], [-2.995, 3.539, 6.173], [-2.912, 1.775, 6.177], [-0.549, 1.795, 5.655], [-0.652, 3.267, 6.637], [-2.113, 4.734, 3.775], [-1.424, 3.514, 2.687]],
  "mulliken_charge": [-1.08, -0.89, 0.74, -0.39, -0.57, 0.25, -0.23, -0.28, -0.23, 0.37, -0.81, 0.05, -1.63, 0.74, -1.62, -1.08, -1.32, 0.05, 2.44, -1.87, -0.40, -0.78, 0.04, -1.50, -0.43, 0.27, 0.16, 0.47, 0.29, 0.55, 0.35, -0.47, 0.47, 0.47, 0.11, 0.40, 0.41, 0.41, 0.72, 0.76, 0.45, 0.57, 0.54, 0.49, 0.55, 0.43, 0.79, 0.32, 0.26, 0.33, 0.17, 0.39, 0.44, 0.30, -0.57, -0.61, -0.03, -0.36, -0.43, 0.35, 0.26, 0.28, 0.37, 0.24, -0.07, 0.28, 0.26, -0.33, -0.60, -0.39, -0.42, -0.09, 0.41, 0.09, 0.29, 0.34, 0.23, 0.28, 0.30, -0.10],
  "largest_force_ev_per_a": 1.35,
  "charge": 1,
  "homo_lumo_gap_ev": 7.5,
  "spin_multiplicity": 1
}